Density functional theory data (ωB97M-V/def2-TZVPD) for a structure of composition C48H48ClFeN5OP2S in a non-equilibrium geometry.

Calculated values
- Strongest force on any atom: 1.25 eV/A
- Spin multiplicity: 5
- Charge: 0
- E_HOMO (spin up / spin down): -4.56 / -6.47 eV
- <S²>: 6.058
- Total energy: -5011.524143 Ha
- E_LUMO (spin up / spin down): 0.190 / 0.173 eV

Each line ends with the Mulliken spin population.
Atoms and positions in Å:
Fe (0.0686, -0.4667, 0.0703)  2.98
O (-2.9730, 2.8275, 0.6970)  0.01
C (-2.7502, 3.5793, 1.8575)  0.00
C (-3.8307, 4.0031, 2.6067)  0.00
C (-3.6137, 4.8393, 3.6939)  0.00
C (-2.3328, 5.2727, 3.9945)  0.00
C (-1.2466, 4.8052, 3.2682)  0.00
C (-1.4320, 3.9094, 2.2231)  0.00
P (-0.1212, 3.0638, 1.2535)  -0.02
C (-0.0062, 1.4758, 2.1964)  0.00
C (-0.9888, -0.5303, 3.3529)  -0.05
C (-2.1950, -0.9647, 4.1488)  0.00
C (-2.5991, -0.2020, 5.1659)  0.00
C (-1.9377, 1.0714, 5.4366)  0.00
C (-1.1755, 1.6440, 4.5033)  0.01
C (1.4168, 3.8401, 1.9022)  0.00
C (1.9147, 3.6298, 3.1901)  0.00
C (3.1777, 4.0801, 3.5350)  0.00
C (3.9605, 4.7450, 2.5992)  0.00
C (3.4725, 4.9730, 1.3230)  0.00
C (2.2067, 4.5178, 0.9782)  0.00
C (-2.7069, 3.5026, -0.4932)  0.00
C (-3.0385, 4.8341, -0.6687)  0.00
C (-2.6903, 5.4720, -1.8506)  0.00
C (-2.0137, 4.7785, -2.8383)  0.00
C (-1.6991, 3.4368, -2.6611)  0.00
C (-2.0520, 2.7735, -1.4937)  0.03
P (-1.6384, 1.0234, -1.0658)  -0.05
C (-1.0623, 0.5904, -2.7599)  -0.05
C (0.2920, 0.8135, -3.0115)  0.01
C (0.8084, 0.6646, -4.2904)  0.00
C (-0.0272, 0.2787, -5.3274)  0.00
C (-1.3701, 0.0336, -5.0786)  0.01
C (-1.8894, 0.1933, -3.8026)  0.01
C (-3.3402, 0.3450, -0.9603)  -0.02
C (-4.4234, 0.8984, -1.6430)  0.01
C (-5.7081, 0.4310, -1.4145)  0.00
C (-5.9278, -0.5960, -0.5074)  0.00
C (-4.8554, -1.1639, 0.1629)  0.00
C (-3.5716, -0.6908, -0.0594)  0.02
H (-4.8304, 3.6997, 2.3229)  0.00
H (-4.4526, 5.1750, 4.2889)  0.00
H (-2.1729, 5.9689, 4.8079)  0.00
H (-0.2443, 5.1354, 3.5122)  0.00
H (-0.9755, -1.0028, 2.3597)  0.02
H (-2.6466, -1.9264, 3.9389)  0.00
H (-3.4108, -0.5116, 5.8127)  0.00
H (-2.0872, 1.5505, 6.3958)  0.00
H (-0.7086, 2.6049, 4.6691)  0.00
H (1.3162, 3.0959, 3.9195)  0.00
H (3.5682, 3.8956, 4.5284)  0.00
H (4.9566, 5.0731, 2.8681)  0.00
H (4.0838, 5.4819, 0.5888)  0.00
H (1.8242, 4.6738, -0.0244)  0.00
H (-3.5471, 5.3749, 0.1191)  0.00
H (-2.9434, 6.5150, -1.9883)  0.00
H (-1.7291, 5.2768, -3.7560)  0.00
H (-1.1665, 2.9098, -3.4403)  0.00
H (0.9342, 1.1186, -2.1888)  0.02
H (1.8585, 0.8500, -4.4790)  0.00
H (0.3665, 0.1615, -6.3289)  0.00
H (-2.0230, -0.2756, -5.8853)  0.00
H (-2.9357, -0.0032, -3.6104)  0.00
H (-4.2678, 1.7100, -2.3420)  0.00
H (-6.5405, 0.8818, -1.9405)  0.00
H (-6.9341, -0.9492, -0.3210)  0.00
H (-5.0203, -1.9681, 0.8686)  0.00
H (-2.7341, -1.1286, 0.4757)  0.02
N (1.7891, -0.0497, 2.4284)  -0.01
C (1.4970, -0.6185, 3.6546)  0.01
C (0.2722, -0.8758, 4.1096)  -0.01
C (-1.0707, 0.9904, 3.1437)  0.01
N (1.0543, 0.8786, 1.7400)  0.04
H (2.7553, 0.0248, 2.1697)  0.00
H (2.3716, -0.8930, 4.2321)  0.00
H (0.1598, -1.3139, 5.0919)  0.00
H (-2.0258, 1.2152, 2.6352)  0.00
S (-1.1129, -2.2439, -1.0764)  0.02
C (3.1306, -4.6389, 0.6795)  -0.01
C (2.1416, -4.0828, 1.6995)  0.02
C (2.9006, -3.5413, 2.9195)  0.00
C (1.1873, -5.1897, 2.1434)  0.00
N (1.2923, -3.0621, 1.0605)  -0.05
N (1.9716, -2.0022, 0.3941)  0.04
H (3.6778, -5.4750, 1.1171)  0.00
H (3.8589, -3.8874, 0.3686)  0.00
H (2.6023, -4.9948, -0.2033)  0.00
H (3.4570, -4.3452, 3.4045)  0.00
H (2.2026, -3.1123, 3.6396)  0.00
H (3.6228, -2.7708, 2.6331)  0.00
H (1.7484, -6.0336, 2.5472)  0.00
H (0.5934, -5.5296, 1.2951)  0.00
H (0.5070, -4.8262, 2.9183)  0.00
H (0.6800, -2.6558, 1.7585)  0.01
H (2.2393, -2.3493, -0.5216)  -0.02
H (2.8242, -1.7614, 0.8953)  0.00
Cl (3.3341, -2.7841, -4.0232)  0.00
C (1.9866, -3.5370, -3.2189)  -0.15
C (1.9019, -4.9335, -3.1603)  0.43
C (0.7745, -5.4459, -2.4660)  -0.06
C (-0.1359, -4.6271, -1.8833)  0.16
N (-0.0262, -3.2480, -1.9514)  0.24
C (1.0517, -2.7205, -2.6552)  0.28
H (2.6483, -5.5725, -3.6035)  0.04
H (0.6351, -6.5165, -2.3947)  0.00
H (-0.9989, -4.9854, -1.3424)  0.02
H (1.0851, -1.6480, -2.7270)  0.03